No. 1
Density functional theory data (ωB97M-V/def2-TZVPD) for a 12-piece molecular cluster, C10H44O12 overall at a distorted geometry.

Geometry (Å):
C (-5.133, 11.015, 13.392)
C (-5.673, 9.681, 13.905)
O (-7.104, 9.716, 13.941)
H (-5.392, 11.162, 12.345)
H (-4.041, 10.959, 13.418)
H (-5.429, 11.838, 14.040)
H (-5.308, 9.518, 14.922)
H (-5.366, 8.859, 13.257)
H (-7.514, 8.916, 13.613)
C (-8.385, 15.192, 19.649)
C (-7.009, 15.666, 19.203)
O (-6.460, 16.506, 20.236)
H (-8.252, 14.727, 20.628)
H (-8.689, 14.393, 18.972)
H (-9.067, 16.032, 19.738)
H (-7.030, 16.243, 18.273)
H (-6.365, 14.784, 19.103)
H (-5.573, 16.754, 19.959)
C (-8.184, 8.025, 16.924)
C (-8.130, 6.520, 17.078)
O (-6.810, 6.068, 17.430)
H (-8.918, 8.348, 16.183)
H (-7.244, 8.411, 16.518)
H (-8.289, 8.481, 17.911)
H (-8.402, 6.055, 16.128)
H (-8.758, 6.113, 17.881)
H (-6.530, 6.524, 18.231)
C (-2.780, 17.108, 13.996)
C (-3.503, 16.153, 14.893)
O (-4.804, 15.856, 14.354)
H (-1.840, 17.383, 14.486)
H (-3.375, 18.018, 13.924)
H (-2.495, 16.684, 13.036)
H (-3.644, 16.575, 15.897)
H (-2.965, 15.212, 15.067)
H (-5.181, 15.169, 14.914)
C (-7.092, 11.492, 17.898)
C (-5.789, 11.540, 17.097)
O (-5.114, 12.767, 17.079)
H (-8.028, 11.811, 17.436)
H (-7.081, 11.960, 18.887)
H (-7.240, 10.442, 18.172)
H (-5.974, 11.207, 16.066)
H (-5.186, 10.760, 17.573)
H (-5.594, 13.407, 16.524)
O (-7.950, 10.224, 21.397)
H (-7.334, 10.458, 20.689)
H (-8.265, 11.067, 21.743)
O (-6.915, 14.451, 15.785)
H (-7.684, 13.986, 16.151)
H (-7.283, 15.041, 15.114)
O (-8.467, 12.230, 13.750)
H (-7.906, 12.672, 13.104)
H (-7.906, 11.512, 14.110)
O (-10.754, 12.032, 18.944)
H (-10.446, 12.322, 18.074)
H (-11.094, 11.141, 18.806)
O (-5.174, 10.448, 20.605)
H (-4.671, 11.096, 20.093)
H (-5.195, 10.804, 21.502)
O (-1.581, 12.047, 17.136)
H (-1.168, 12.506, 16.396)
H (-2.517, 11.986, 16.897)
O (-9.760, 13.273, 16.208)
H (-10.606, 13.410, 15.765)
H (-9.301, 12.611, 15.663)

Values from the calculation:
- Structure (SMILES): CCO.CCO.CCO.CCO.CCO.O.O.O.O.O.O.O
- LUMO energy: 0.09 eV
- HOMO energy: -10.09 eV
- Relative energy (zero: lowest compared OMol25 entry of this formula, charge and spin): 47.19 kJ/mol

=====

No. 2
Density functional theory data (ωB97M-V/def2-TZVPD) for a 14-piece molecular cluster, C10H48N20O14 overall at a distorted geometry.

Geometry (Å):
O (2.544, 2.694, 0.763)
H (2.125, 1.919, 0.390)
H (3.410, 2.718, 0.355)
O (-1.565, 3.450, 1.117)
H (-1.077, 3.142, 1.881)
H (-2.248, 2.792, 0.987)
O (-3.552, -1.810, 0.573)
H (-4.029, -1.777, 1.403)
H (-4.160, -2.227, -0.037)
O (-3.528, -0.277, -1.568)
H (-3.639, -0.880, -0.833)
H (-3.090, -0.797, -2.242)
C (5.012, -0.608, 2.649)
O (4.769, -1.817, 2.681)
N (4.152, 0.349, 2.551)
N (6.153, -0.015, 2.727)
H (3.199, 0.140, 2.290)
H (4.342, 1.281, 2.889)
H (6.108, 0.912, 2.330)
H (6.999, -0.504, 2.983)
C (-0.222, 3.952, -2.466)
O (0.659, 3.885, -3.338)
N (0.041, 3.898, -1.238)
N (-1.469, 4.058, -2.751)
H (1.010, 3.879, -0.953)
H (-0.708, 3.925, -0.561)
H (-2.104, 4.003, -1.967)
H (-1.828, 4.029, -3.694)
C (-4.778, 1.744, 1.345)
O (-5.237, 2.501, 2.196)
N (-3.738, 1.047, 1.591)
N (-5.171, 1.587, 0.125)
H (-3.522, 0.958, 2.573)
H (-3.165, 0.546, 0.926)
H (-4.914, 0.739, -0.360)
H (-5.824, 2.264, -0.243)
C (2.707, -2.492, -0.901)
O (2.401, -3.608, -1.270)
N (2.953, -2.072, 0.309)
N (2.916, -1.523, -1.754)
H (3.211, -1.150, 0.629)
H (2.805, -2.822, 0.970)
H (2.771, -0.550, -1.527)
H (2.801, -1.820, -2.713)
C (1.137, 0.403, 5.090)
O (1.852, 1.374, 5.068)
N (0.625, -0.059, 3.947)
N (0.785, -0.390, 6.099)
H (0.979, 0.338, 3.088)
H (-0.007, -0.845, 3.992)
H (1.319, -0.577, 6.935)
H (0.084, -1.081, 5.872)
C (2.919, 1.536, -2.886)
O (2.127, 1.184, -2.077)
N (2.875, 0.980, -4.065)
N (3.824, 2.475, -2.717)
H (2.044, 0.452, -4.288)
H (3.287, 1.487, -4.835)
H (4.292, 2.891, -3.510)
H (3.729, 2.730, -1.744)
C (-1.231, -2.925, -2.653)
O (-1.641, -1.841, -3.028)
N (-0.844, -3.356, -1.484)
N (-1.004, -3.950, -3.387)
H (-0.808, -2.586, -0.831)
H (-0.342, -4.229, -1.406)
H (-0.635, -4.757, -2.905)
H (-1.158, -3.882, -4.383)
C (0.074, -0.140, 0.552)
O (1.206, 0.216, 0.922)
N (-0.587, -1.178, 0.973)
N (-0.610, 0.568, -0.245)
H (-1.549, -1.392, 0.750)
H (-0.316, -1.842, 1.684)
H (-1.562, 0.366, -0.514)
H (-0.116, 1.214, -0.843)
C (-0.455, 0.909, -4.978)
O (-0.242, 1.821, -5.791)
N (-0.135, 0.929, -3.696)
N (-1.119, -0.134, -5.265)
H (-0.365, 0.109, -3.153)
H (0.355, 1.778, -3.453)
H (-1.462, -0.799, -4.586)
H (-1.311, -0.456, -6.203)
C (-2.042, -2.691, 4.183)
O (-1.020, -2.135, 4.571)
N (-2.041, -3.828, 3.552)
N (-3.175, -2.045, 4.027)
H (-2.932, -4.303, 3.514)
H (-1.208, -4.381, 3.412)
H (-3.100, -1.038, 4.010)
H (-4.017, -2.580, 3.868)

Values from the calculation:
- LUMO energy: -1.07 eV
- HOMO energy: -8.82 eV
- Relative energy (zero: lowest compared OMol25 entry of this formula, charge and spin): 357.68 kJ/mol

=====

No. 3
Density functional theory data (ωB97M-V/def2-TZVPD) for the molecule C10H5F5 at a distorted geometry.

Geometry (Å):
F (-2.583, 4.995, 0.151)
C (-1.290, 4.691, 0.416)
F (-0.849, 5.867, 0.844)
F (-0.651, 4.376, -0.726)
C (-1.141, 3.674, 1.445)
C (-1.001, 2.136, 1.603)
C (-0.535, 1.059, 0.869)
C (0.015, 1.378, -0.437)
C (0.468, 0.389, -1.239)
C (0.410, -0.972, -0.791)
C (-0.175, -1.262, 0.408)
C (-0.607, -0.242, 1.314)
C (-1.687, 2.928, 2.627)
F (-3.044, 2.779, 2.732)
F (-1.269, 3.142, 3.884)
H (-0.045, 2.437, -0.747)
H (1.034, 0.718, -2.155)
H (0.609, -1.604, -1.634)
H (-0.460, -2.353, 0.655)
H (-1.143, -0.460, 2.256)

Values from the calculation:
- Structure (SMILES): FC(F)(F)C1=C(c2ccccc2)C1(F)F
- LUMO energy: -1.25 eV
- HOMO energy: -9.43 eV
- Relative energy (zero: lowest compared OMol25 entry of this formula, charge and spin): 0.00 kJ/mol

=====

No. 4
Density functional theory data (ωB97M-V/def2-TZVPD) for C10H6CaF18N3O15S6 as an isolated structure at a distorted geometry.

Geometry (Å):
Ca (-0.843, -0.256, -0.116)
C (-3.224, 3.305, -0.594)
F (-4.042, 2.282, -0.686)
F (-3.596, 4.259, -1.445)
F (-3.219, 3.824, 0.622)
S (-1.485, 2.776, -1.121)
O (-1.689, 1.752, -2.141)
O (-0.790, 3.959, -1.544)
N (-0.784, 1.914, 0.204)
S (0.084, 2.991, 1.008)
O (1.467, 3.012, 0.617)
O (-0.510, 4.296, 1.217)
C (0.073, 2.176, 2.746)
F (1.035, 1.287, 2.878)
F (0.301, 3.164, 3.601)
F (-1.100, 1.617, 2.996)
C (-4.221, -0.089, 2.329)
F (-4.039, 1.156, 1.922)
F (-3.735, -0.199, 3.558)
F (-5.515, -0.378, 2.313)
S (-3.410, -1.345, 1.168)
O (-4.167, -2.560, 1.190)
O (-3.466, -0.648, -0.122)
N (-1.746, -1.433, 1.597)
S (-1.676, -2.746, 2.559)
O (-2.741, -2.769, 3.546)
O (-1.483, -3.956, 1.802)
C (-0.108, -2.351, 3.571)
F (-0.230, -2.959, 4.743)
F (0.955, -2.840, 2.954)
F (0.024, -1.061, 3.772)
C (0.889, -3.826, -1.254)
F (2.038, -3.486, -1.830)
F (0.720, -5.131, -1.340)
F (0.892, -3.410, 0.003)
S (-0.531, -2.976, -2.181)
O (-0.574, -3.432, -3.544)
O (-1.758, -3.291, -1.481)
N (-0.105, -1.278, -1.948)
S (0.429, -0.674, -3.316)
O (0.980, 0.628, -2.985)
O (1.318, -1.509, -4.100)
C (-1.149, -0.343, -4.371)
F (-1.110, 0.868, -4.851)
F (-1.230, -1.241, -5.359)
F (-2.224, -0.584, -3.618)
C (4.946, 1.647, -1.552)
C (4.573, 0.595, -0.562)
C (4.576, 1.002, 0.901)
O (3.370, 0.489, 1.444)
C (2.627, -0.034, 0.455)
O (1.584, -0.589, 0.587)
O (3.210, 0.162, -0.731)
H (5.982, 1.927, -1.323)
H (4.341, 2.541, -1.425)
H (5.014, 1.200, -2.541)
H (5.135, -0.338, -0.688)
H (4.465, 2.095, 0.971)
H (5.469, 0.813, 1.494)

Values from the calculation:
- Charge: -1
- LUMO energy: 2.18 eV
- HOMO energy: -8.21 eV

=====

No. 5
Density functional theory data (ωB97M-V/def2-TZVPD) for C10H6Cl2CoN2O3Y as an isolated structure at a distorted geometry.

Geometry (Å):
Y (-2.205, -0.458, -3.216)
Co (-1.314, 0.478, -0.756)
Cl (0.058, -0.927, -2.458)
Cl (-3.387, -0.786, -1.044)
C (-2.083, 1.431, 0.417)
C (-1.372, 0.158, -5.394)
C (-4.227, 0.270, -4.309)
O (-2.679, 2.099, 1.240)
O (-0.884, 0.409, -6.391)
O (-5.232, 0.581, -4.743)
N (1.209, -2.126, 1.240)
C (0.239, -1.886, 0.362)
N (0.053, -0.579, 0.303)
C (0.941, 0.090, 1.175)
C (1.097, 1.477, 1.470)
C (2.054, 1.741, 2.451)
C (2.789, 0.739, 3.078)
C (2.643, -0.621, 2.790)
C (1.680, -0.914, 1.792)
H (1.569, -3.023, 1.521)
H (-0.298, -2.636, -0.215)
H (0.486, 2.183, 0.935)
H (2.201, 2.768, 2.709)
H (3.510, 0.983, 3.829)
H (3.151, -1.455, 3.214)

Values from the calculation:
- 2S+1: 5
- Charge: +4
- LUMO energy (alpha / beta): -16.26 / -17.19 eV
- HOMO energy (alpha / beta): -22.93 / -22.96 eV
- Relative energy (zero: lowest compared OMol25 entry of this formula, charge and spin): 250.55 kJ/mol

=====

No. 6
Density functional theory data (ωB97M-V/def2-TZVPD) for C10H6Cl40GaNP as an isolated structure at a distorted geometry.

Geometry (Å):
N (0.443, -1.676, 1.370)
P (-0.096, -0.165, 1.158)
Ga (-2.432, -0.232, 1.240)
H (-0.387, -2.328, 1.499)
H (0.391, 0.328, -0.103)
H (0.486, 0.650, 2.194)
H (-3.154, 1.115, 0.682)
H (-2.832, -0.460, 2.803)
H (-2.926, -1.556, 0.429)
C (3.846, 0.633, -0.334)
Cl (5.434, 1.026, 0.372)
Cl (2.754, 0.051, 0.948)
Cl (3.154, 2.092, -1.087)
Cl (4.042, -0.637, -1.569)
C (-1.554, -1.960, -2.991)
Cl (-3.235, -1.393, -3.151)
Cl (-1.528, -3.741, -2.969)
Cl (-0.595, -1.369, -4.372)
Cl (-0.858, -1.337, -1.474)
C (2.865, 6.138, 0.432)
Cl (1.787, 6.491, 1.806)
Cl (4.024, 7.475, 0.228)
Cl (3.752, 4.625, 0.748)
Cl (1.896, 5.959, -1.052)
C (2.265, -2.350, 4.795)
Cl (0.583, -1.783, 4.636)
Cl (2.291, -4.131, 4.817)
Cl (3.224, -1.759, 3.415)
Cl (2.960, -1.727, 6.312)
C (4.365, -6.178, 1.764)
Cl (4.373, -4.481, 2.307)
Cl (4.341, -6.231, -0.017)
Cl (5.827, -7.000, 2.363)
Cl (2.918, -6.999, 2.403)
C (-5.235, 2.867, 3.811)
Cl (-5.860, 1.717, 2.602)
Cl (-3.466, 2.697, 3.933)
Cl (-5.640, 4.529, 3.314)
Cl (-5.976, 2.523, 5.395)
C (-2.576, 2.034, -6.099)
Cl (-2.713, 0.904, -4.728)
Cl (-4.096, 2.028, -7.028)
Cl (-2.262, 3.677, -5.485)
Cl (-1.232, 1.527, -7.153)
C (-3.776, 0.548, -10.776)
Cl (-5.204, 1.613, -10.754)
Cl (-2.824, 0.860, -12.249)
Cl (-2.772, 0.871, -9.340)
Cl (-4.304, -1.154, -10.760)
C (-4.676, 8.207, 1.390)
Cl (-4.668, 9.904, 1.932)
Cl (-4.700, 8.153, -0.391)
Cl (-3.213, 7.385, 1.989)
Cl (-6.122, 7.386, 2.028)
C (6.578, -9.073, 5.754)
Cl (4.995, -8.363, 5.348)
Cl (7.221, -8.292, 7.221)
Cl (6.388, -10.820, 6.046)
Cl (7.708, -8.817, 4.401)

Values from the calculation:
- Charge: -1
- LUMO energy: 1.34 eV
- HOMO energy: -4.99 eV

=====

No. 7
Density functional theory data (ωB97M-V/def2-TZVPD) for C10H6O as an isolated structure at a distorted geometry.

Geometry (Å):
C (0.148, 2.084, 0.332)
C (0.692, 2.961, 1.054)
C (1.234, 0.152, -0.835)
C (0.826, -0.793, 0.083)
C (2.554, -0.210, -0.946)
C (1.909, -1.612, 0.268)
C (0.246, 1.315, -1.001)
C (-0.782, 0.923, -0.010)
C (-0.542, -0.398, 0.720)
C (-1.597, -1.366, 0.242)
O (2.947, -1.340, -0.407)
H (0.257, 1.967, -1.889)
H (-1.801, 1.346, -0.024)
H (-0.562, -0.395, 1.852)
H (-1.480, -2.260, 0.834)
H (-1.502, -1.351, -0.847)
H (-2.548, -1.021, 0.573)

Values from the calculation:
- LUMO energy (alpha / beta): -1.09 / -1.21 eV
- HOMO energy (alpha / beta): -9.00 / -8.93 eV
- Relative energy (zero: lowest compared OMol25 entry of this formula, charge and spin): 589.18 kJ/mol

=====

No. 8
Density functional theory data (ωB97M-V/def2-TZVPD) for the molecule C10H6O2 at a distorted geometry.

Geometry (Å):
O (-1.323, -2.448, 1.049)
C (-0.309, -1.805, 0.745)
C (1.037, -2.395, 0.635)
C (2.128, -1.698, -0.020)
C (1.923, -0.149, 0.039)
O (2.959, 0.649, 0.511)
C (0.546, 0.568, -0.279)
C (0.326, 1.825, -0.915)
C (-0.909, 2.336, -0.635)
C (-2.013, 1.586, -0.189)
C (-1.792, 0.187, -0.034)
C (-0.488, -0.311, 0.155)
H (0.850, -3.446, 0.664)
H (3.083, -2.385, -0.137)
H (0.987, 2.428, -1.394)
H (-1.187, 3.453, -0.738)
H (-3.093, 1.819, -0.126)
H (-2.726, -0.214, 0.670)

Values from the calculation:
- Structure (SMILES): O=C1C=CC(=O)c2ccccc21
- LUMO energy: -1.56 eV
- HOMO energy: -9.79 eV
- Relative energy (zero: lowest compared OMol25 entry of this formula, charge and spin): 345.64 kJ/mol

=====

Number 1: molecular weight 356.45 g/mol. Number 2: molecular weight 672.62 g/mol. Number 3: molecular weight 220.14 g/mol. Number 4: molecular weight 982.61 g/mol. Number 5: molecular weight 420.91 g/mol. Number 6: molecular weight 1658.98 g/mol. Number 7: molecular weight 142.16 g/mol. Number 8: molecular weight 158.16 g/mol.